(1)
A molecular structure, C23H57BN3O14V at a distorted geometry, computed with the ωB97M-V functional and the def2-TZVPD basis.

Output
- multiplicity = 2
- electronic energy (eV) = -84262.4561
- net charge = -3
- frontier orbital gap (spin up / spin down) (eV) = 2.500 / 2.517

Atoms and positions in Å:
C1 6.623 2.724 0.125
H1 -8.674 0.514 -4.983
H2 -6.703 0.253 -2.113
C2 3.547 -3.456 2.824
H3 1.491 -5.016 0.218
H4 7.780 3.954 2.326
H5 -0.061 -0.423 1.782
H6 -7.668 2.800 -1.245
C3 8.235 4.002 1.329
H7 3.147 -4.952 0.038
H8 4.254 -3.447 3.672
C4 -5.785 1.967 -0.545
H9 -0.281 -3.509 2.746
O1 -1.127 2.284 4.211
H10 8.852 3.118 1.162
H11 -2.135 -2.208 1.690
H12 5.915 3.396 -3.848
O2 1.745 1.599 2.606
H13 -4.909 -2.325 2.168
H14 0.775 -0.819 5.153
H15 -8.845 1.834 -2.905
C5 5.075 3.614 -3.161
H16 -1.195 -0.466 0.414
C6 -2.272 -2.779 2.608
H17 2.945 -2.015 4.698
H18 5.682 2.618 0.668
C7 2.123 -1.969 3.972
O3 -0.777 3.179 2.343
V1 0.085 1.504 1.085
C8 4.175 2.384 -3.444
N1 -0.400 -1.732 3.765
H19 5.582 1.640 -1.373
C9 -7.895 0.517 -4.213
C10 2.060 -3.200 -0.597
C11 2.192 1.351 -2.936
H20 7.342 1.907 0.247
O4 -3.241 -2.141 3.424
H21 8.683 4.994 1.374
H22 3.781 2.634 -4.440
O5 0.885 -2.866 -1.250
H23 6.288 4.416 -1.835
H24 -1.202 -3.691 4.264
H25 3.937 -2.646 2.198
H26 -6.586 2.513 -2.559
H27 1.897 1.551 -3.970
H28 2.093 -2.822 0.430
H29 4.560 4.505 -3.521
B1 -0.149 -0.784 0.736
O6 2.622 3.533 2.490
H30 -5.893 -0.261 -5.883
O7 -4.955 0.900 -0.923
H31 0.579 -2.499 5.479
H32 -0.069 -1.249 2.919
H33 -7.215 1.358 -4.404
C12 -3.994 0.511 0.070
N2 -7.496 0.781 -1.757
C13 -1.581 2.437 3.005
H34 -6.193 1.891 0.468
N3 5.518 3.754 -1.813
H35 -5.882 -1.881 -5.209
H36 4.155 -3.129 -0.986
O8 7.245 3.986 0.309
C14 -8.486 0.803 -2.821
H37 -4.285 0.670 1.111
O9 -1.883 1.421 2.303
H38 2.326 -1.181 3.240
C15 0.756 -1.796 4.660
C16 2.243 -4.670 -0.502
C17 -4.560 -2.573 3.176
C18 3.269 -2.619 -1.382
C19 -6.523 -1.030 -5.434
H39 -4.085 -0.579 0.033
H40 3.430 -1.544 -1.397
C20 -1.020 -3.041 3.408
H41 -9.304 0.141 -2.527
H42 -7.400 -1.336 -6.008
H43 2.075 -5.206 -1.438
C21 2.480 2.415 1.902
H44 -5.289 -2.078 3.821
O10 2.058 2.388 0.686
O11 3.044 2.462 -2.564
H45 7.123 2.320 -1.903
H46 0.306 -2.313 -0.678
H47 1.374 1.248 -2.225
O12 -0.438 2.066 -0.295
H48 -2.592 -3.801 2.349
H49 -2.984 0.879 -0.084
H50 -5.249 2.923 -0.494
H51 0.129 -1.886 0.727
C22 -6.882 2.116 -1.580
C23 6.207 2.531 -1.330
O13 -7.078 -0.624 -4.176
H52 3.259 -3.035 -2.395
H53 3.728 -4.452 2.423
H54 2.753 0.415 -2.870
H55 0.599 -0.229 0.123
H56 -4.695 -3.641 3.383
O14 2.255 -3.217 3.265
H57 4.653 1.415 -3.610


(2)
5 unconnected molecules or ions with the total composition C23H57ClNO17P2S4, computed with the ωB97M-V functional and the def2-TZVPD basis.

Output
- electronic energy (eV) = -135512.0294
- net charge = -1
- frontier orbital gap (eV) = 5.153

Atoms and positions in Å:
H1 -7.929 0.734 1.214
C1 -0.128 5.382 -3.013
H2 0.241 6.404 -2.933
O1 -5.724 8.001 -4.088
H3 -3.479 5.150 -0.661
C2 1.771 -0.830 -0.330
H4 -0.022 -1.284 -2.646
H5 10.370 -3.609 5.158
O2 0.388 -0.469 -2.345
H6 -3.272 3.520 0.048
H7 1.962 -4.743 1.662
H8 -0.390 -1.126 -0.535
H9 7.821 -1.884 1.709
H10 11.442 -2.182 5.063
O3 0.346 -7.708 -1.457
S1 -4.483 7.273 -3.419
O4 3.029 -1.090 3.009
H11 1.223 -4.377 -1.492
H12 1.863 -0.258 0.601
H13 -3.661 -3.688 1.321
O5 -0.657 3.122 -1.198
H14 2.601 -0.277 2.710
H15 3.610 -4.331 1.363
C3 -3.435 8.675 -3.268
C4 1.355 -7.109 -1.227
C5 0.782 -2.601 1.542
O6 11.119 -3.210 2.457
H16 -1.381 5.701 -4.739
H17 9.327 -3.398 0.378
H18 -2.548 8.327 -2.740
O7 -1.227 5.347 -2.063
H19 -2.119 4.823 0.474
C6 -7.619 6.476 -3.640
H20 3.185 -5.414 -1.028
H21 -0.013 -3.195 -1.093
H22 -4.222 1.832 3.328
H23 -0.885 4.025 -4.516
C7 8.372 -3.759 0.761
O8 -6.686 0.756 2.789
H24 -6.814 -0.634 1.257
H25 -8.107 -1.634 3.163
H26 8.482 -4.810 1.027
H27 -9.172 -1.321 1.784
H28 -0.559 -4.067 2.418
C8 -6.747 7.151 -4.674
O9 -4.837 6.813 -2.109
H29 -1.972 -3.286 -0.019
H30 -3.136 -2.673 2.475
C9 3.757 -2.813 -1.131
C10 -0.557 5.059 -4.427
H31 -3.921 0.970 4.865
H32 2.278 -7.243 -1.825
C11 -4.681 1.358 4.190
C12 -7.486 -0.022 1.859
O10 -2.612 3.394 -2.688
C13 1.057 -3.330 -1.251
C14 -0.381 -3.606 1.441
H33 -1.645 -1.915 1.043
C15 10.438 -2.559 4.883
O11 -6.239 -0.653 4.770
H34 0.138 0.545 -0.612
C16 -8.546 -0.853 2.545
O12 1.529 -6.347 -0.158
C17 5.079 -3.187 -0.627
H35 -0.121 -4.438 0.780
O13 -4.820 -0.832 2.758
H36 0.293 5.212 -5.094
O14 8.742 -3.100 3.128
H37 -8.424 5.947 -4.152
H38 6.919 -3.280 2.282
H39 -8.055 7.212 -2.965
H40 3.476 -3.556 -1.879
N1 -2.853 -3.436 1.874
H41 0.386 -1.586 1.655
H42 2.516 -0.397 -0.999
H43 3.825 -1.842 -1.622
H44 -3.181 9.032 -4.261
H45 9.700 -1.963 5.412
C18 7.896 -2.947 1.938
P1 2.143 -2.671 0.170
C19 2.645 -4.447 0.863
O15 10.027 -1.030 2.798
H46 5.768 -2.347 -0.405
H47 -9.173 -0.228 3.181
H48 -7.056 5.758 -3.047
H49 0.654 4.710 -2.659
C20 -1.735 -3.007 1.012
P2 3.812 -1.868 1.767
S2 -1.764 3.903 -1.656
H50 3.507 -6.374 0.412
H51 -3.950 9.437 -2.689
H52 -6.259 6.429 -5.329
S3 10.151 -2.413 3.151
H53 -5.348 2.037 4.714
H54 1.306 -2.791 2.481
H55 1.340 -2.756 -2.137
S4 -5.607 -0.033 3.646
H56 -7.321 7.839 -5.291
O16 5.473 -4.328 -0.444
Cl1 4.684 -0.138 0.868
C21 0.404 -0.474 -0.910
O17 -3.934 6.348 -4.361
H57 7.611 -3.680 -0.013
C22 -2.761 4.415 -0.301
C23 2.813 -5.656 -0.033


(3)
A molecular structure, C23H58N4NaO9P at a distorted geometry, computed with the ωB97M-V functional and the def2-TZVPD basis.

Output
- electronic energy (eV) = -62887.6284
- net charge = -2
- frontier orbital gap (eV) = 4.004

Atoms and positions in Å:
C1 12.814 -10.532 9.936
H1 6.785 -11.402 11.415
H2 15.719 -10.371 10.959
H3 10.975 -11.702 15.733
H4 11.058 -13.586 9.964
O1 8.698 -11.955 14.044
H5 13.104 -8.561 8.905
H6 9.096 -16.343 17.635
O2 9.878 -10.234 15.499
H7 10.751 -14.906 8.858
H8 14.250 -13.672 17.335
H9 8.284 -12.275 9.695
H10 11.582 -11.132 17.974
H11 5.146 -13.665 10.247
H12 11.372 -16.664 11.297
C2 7.134 -13.367 11.040
O3 12.665 -9.925 12.179
C3 12.191 -12.033 18.028
N1 11.446 -12.634 15.791
H13 8.720 -16.856 15.976
H14 13.683 -8.646 10.524
C4 8.667 -14.645 16.377
H15 13.288 -11.174 7.981
H16 10.858 -9.617 10.453
N2 10.538 -15.022 12.424
O4 9.048 -14.208 9.761
H17 9.202 -19.065 9.433
H18 13.889 -13.766 10.745
H19 13.269 -13.298 13.021
H20 15.399 -15.301 15.997
H21 14.015 -16.382 15.865
C5 8.532 -13.052 10.435
H22 9.270 -12.649 11.138
H23 14.733 -15.696 14.418
C6 14.506 -12.299 9.262
H24 10.743 -11.243 9.862
H25 15.128 -10.015 12.550
C7 14.156 -11.756 11.722
H26 10.706 -18.145 9.611
C8 6.154 -13.459 9.876
H27 12.597 -16.492 13.375
H28 12.749 -14.645 17.389
H29 12.397 -12.385 8.820
C9 14.486 -12.851 10.699
H30 13.313 -11.848 16.198
O5 8.968 -14.258 15.046
H31 11.178 -16.915 14.350
C10 14.462 -15.465 15.448
C11 15.401 -10.844 11.893
O6 9.614 -18.432 11.338
H32 11.631 -12.769 18.614
H33 13.103 -11.810 18.609
H34 15.355 -11.604 9.281
C12 13.935 -12.433 13.082
H35 11.731 -10.154 12.498
O7 13.550 -14.416 15.509
H36 16.303 -11.317 12.289
C13 11.306 -10.314 9.744
H37 11.031 -10.032 8.718
C14 10.338 -13.967 9.232
N3 6.679 -12.283 11.918
C15 13.188 -11.651 8.969
H38 8.667 -13.310 14.818
H39 7.331 -12.194 12.724
H40 15.517 -13.164 10.906
H41 14.576 -9.501 9.237
H42 6.015 -12.465 9.433
H43 14.822 -13.018 8.499
H44 7.283 -14.298 11.594
P1 9.159 -10.432 14.137
H45 10.231 -13.241 8.419
H46 11.787 -18.097 13.190
C16 11.648 -17.030 13.373
O8 10.158 -10.269 12.951
H47 8.699 -16.591 11.630
H48 9.995 -14.953 13.286
H49 9.155 -13.955 17.075
H50 9.112 -17.440 13.076
C17 12.611 -12.551 16.652
N4 12.972 -10.987 11.323
C18 13.584 -9.239 9.613
C19 13.317 -13.912 16.800
C20 9.668 -18.215 9.947
H51 14.891 -12.753 13.503
H52 10.073 -14.724 11.579
H53 13.498 -11.788 13.847
H54 6.429 -14.121 9.053
H55 7.580 -14.559 16.497
H56 10.730 -13.284 16.074
C21 10.826 -16.447 12.219
O9 7.973 -9.481 13.935
C22 9.154 -16.058 16.574
H57 10.245 -16.096 16.459
H58 9.075 -17.369 9.585
Na1 10.703 -12.398 13.270
C23 9.484 -17.213 12.070


(4)
9 unconnected molecules or ions with the total composition C23H58N7O13 at a distorted geometry, computed with the ωB97M-V functional and the def2-TZVPD basis.

Output
- electronic energy (eV) = -61787.8910
- net charge = +5
- ΔE to the lowest compared entry with this formula, charge and spin (kcal/mol) = 21.4
- frontier orbital gap (eV) = 7.184

Atoms and positions in Å:
O1 1.787 2.153 -5.683
N1 -5.283 2.356 -0.737
H1 -2.837 0.400 -2.001
H2 -1.890 -4.673 2.458
H3 4.473 1.622 -0.401
H4 -1.007 -5.640 -1.405
H5 -0.106 0.783 -3.437
C1 -3.587 -4.291 3.612
N2 0.889 2.585 -3.549
C2 4.633 -3.469 4.101
H6 3.806 -4.226 2.309
H7 5.345 1.020 1.620
H8 4.909 -0.251 3.434
H9 -6.271 2.021 -2.564
N3 3.484 -3.892 3.224
H10 -5.265 3.083 -0.013
H11 3.823 0.300 4.795
H12 -3.167 0.148 -0.294
H13 0.436 -4.615 -1.383
H14 -1.980 -2.710 0.933
H15 0.686 4.143 -6.625
H16 -5.389 -5.295 3.014
H17 -5.600 3.703 -2.351
C3 3.773 1.535 2.984
C4 0.412 6.738 2.766
H18 1.070 5.084 -5.266
H19 1.283 0.260 -1.147
H20 -1.174 -3.952 -0.996
O2 0.864 0.553 -0.308
O3 -3.063 2.805 -1.313
N4 -0.713 -2.779 -3.376
C5 0.543 4.168 -5.542
C6 2.942 -0.517 -3.462
C7 0.207 5.273 2.912
H21 0.324 -1.536 -4.698
C8 2.278 -2.951 3.113
H22 5.073 2.618 1.711
C9 -0.239 -0.248 -0.150
H23 1.363 7.070 3.172
H24 3.159 2.453 0.272
H25 0.735 -2.189 1.817
C10 3.778 1.579 0.442
H26 -0.535 4.262 -5.406
C11 3.988 0.254 3.726
H27 0.560 2.795 1.758
H28 -3.258 -4.699 1.579
O4 2.532 0.184 -2.464
O5 -1.120 -4.954 -3.948
H29 -5.527 -4.098 4.373
H30 1.685 1.993 -3.226
O6 0.668 4.566 3.726
O7 2.367 -0.577 -4.536
C12 0.439 -2.557 -4.352
O8 -0.568 -1.132 -0.991
N5 -2.764 -4.164 2.301
H31 3.211 -0.324 3.199
O9 -2.969 -4.438 4.597
H32 -1.045 2.704 0.978
H33 -5.386 -3.598 2.675
O10 -0.896 -0.039 0.908
H34 -0.940 2.772 2.760
H35 0.341 7.129 1.748
C13 -5.065 -4.334 3.420
H36 -7.095 3.238 -1.501
O11 1.853 -2.429 4.079
H37 3.241 0.643 0.353
H38 -5.819 1.595 -0.310
C14 -3.606 0.503 -1.238
H39 -0.394 7.240 3.317
H40 -1.163 2.247 -3.857
C15 -0.376 1.818 -3.244
H41 -0.530 -2.205 -2.518
H42 2.259 -1.969 1.208
H43 -3.603 -2.428 1.573
C16 -0.481 3.077 1.829
H44 3.068 -4.743 3.631
H45 5.487 -3.094 3.545
C17 -0.623 -4.652 -1.639
N6 4.592 1.711 1.690
H46 1.591 -3.639 1.164
C18 1.174 2.909 -5.038
H47 -0.252 4.947 0.858
H48 -1.559 -2.399 -3.800
H49 4.229 -1.199 -2.322
H50 4.895 -4.297 4.751
C19 -0.864 -4.239 -3.046
O12 2.961 2.362 3.179
C20 1.683 -2.728 1.753
H51 -1.573 4.851 1.835
C21 -3.879 1.965 -1.162
H52 -0.585 1.967 -2.189
C22 -2.595 -2.737 1.833
H53 -4.415 -0.199 -1.437
H54 -2.103 -2.109 2.566
H55 0.350 -3.247 -5.185
H56 0.917 3.431 -2.983
H57 1.380 -2.688 -3.834
N7 -0.583 4.604 1.760
O13 4.034 -1.307 -3.261
C23 -6.157 2.881 -1.913
H58 4.324 -2.643 4.741